DFT (the ωB97M-V functional and the def2-TZVPD basis) results for a 19-piece molecular cluster, C52H155N13O19 overall in a non-equilibrium geometry.

## Properties
Orbital gap = 8.85 eV
Spin multiplicity = 1
Relative energy (zero: lowest compared OMol25 entry of this formula, charge and spin) = 137.5 kcal/mol
LUMO level = -0.003 hartree
Calculated total energy = -4215.10084 Ha
F_max = 3.0 eV/Å

```
239
Properties=species:S:1:pos:R:3:lowdin_charge:R:1
C 9.295 -5.162 -2.176 -0.060
C 8.018 -4.502 -1.713 -0.456
C 8.139 -3.064 -1.340 -0.230
O 6.925 -2.322 -1.364 -0.190
C 7.021 -1.069 -0.805 -0.135
N 7.003 -4.592 -2.779 0.048
H 9.125 -6.203 -2.452 0.083
H 10.103 -5.000 -1.463 0.079
H 9.584 -4.592 -3.059 0.077
H 7.708 -4.979 -0.784 0.137
H 8.767 -2.549 -2.067 0.125
H 8.741 -2.969 -0.436 0.128
H 6.068 -0.540 -0.831 0.091
H 7.911 -0.510 -1.096 0.091
H 7.150 -1.225 0.266 0.083
H 6.170 -4.157 -2.409 0.059
H 7.229 -3.917 -3.495 0.070
C 0.360 -4.404 -8.943 -0.082
C 0.937 -4.390 -10.347 -0.458
C 2.286 -5.133 -10.403 -0.170
O 2.133 -6.567 -10.125 -0.200
C 3.405 -7.268 -10.106 -0.095
N -0.045 -4.903 -11.239 0.033
H 1.081 -4.077 -8.193 0.074
H 0.049 -5.386 -8.587 0.079
H -0.536 -3.804 -8.782 0.072
H 1.105 -3.355 -10.644 0.134
H 2.977 -4.711 -9.672 0.115
H 2.784 -4.928 -11.350 0.117
H 3.317 -8.348 -9.988 0.080
H 3.897 -7.020 -9.166 0.080
H 4.031 -7.054 -10.972 0.083
H -0.937 -4.543 -10.932 0.068
H -0.090 -5.888 -11.018 0.069
C -4.559 10.151 -3.696 -0.064
C -4.578 9.491 -2.350 -0.470
C -3.289 8.839 -1.851 -0.181
O -2.710 7.871 -2.755 -0.210
C -3.450 6.698 -3.089 -0.092
N -5.027 10.498 -1.373 0.032
H -5.530 10.505 -4.044 0.081
H -4.334 9.406 -4.459 0.073
H -3.828 10.960 -3.717 0.084
H -5.353 8.725 -2.384 0.127
H -3.478 8.336 -0.902 0.118
H -2.685 9.705 -1.580 0.121
H -2.946 6.215 -3.927 0.089
H -4.465 6.920 -3.420 0.075
H -3.465 6.145 -2.150 0.089
H -4.315 11.206 -1.264 0.065
H -5.108 10.088 -0.454 0.064
C -9.937 -1.858 3.953 -0.068
C -8.507 -1.762 3.351 -0.375
C -7.710 -0.492 3.838 -0.197
O -8.288 0.642 3.209 -0.185
C -7.496 1.804 3.203 -0.125
N -7.749 -2.999 3.784 0.019
H -9.911 -1.918 5.042 0.072
H -10.520 -2.705 3.590 0.070
H -10.481 -0.951 3.691 0.068
H -8.558 -1.816 2.264 0.132
H -6.670 -0.612 3.534 0.112
H -7.734 -0.417 4.925 0.124
H -7.836 2.526 2.461 0.085
H -6.465 1.655 2.883 0.079
H -7.457 2.293 4.177 0.084
H -7.412 -2.868 4.727 0.055
H -6.860 -2.889 3.318 0.050
C -0.516 -0.542 -1.920 -0.068
C 0.703 -0.574 -1.007 -0.420
C 0.402 -0.966 0.438 -0.247
O -0.398 -0.053 1.096 -0.181
C -0.504 -0.339 2.500 -0.086
N 1.626 -1.544 -1.629 0.026
H -0.451 0.296 -2.614 0.070
H -1.424 -0.411 -1.331 0.076
H -0.651 -1.285 -2.706 0.075
H 1.160 0.406 -1.145 0.130
H 1.359 -1.028 0.957 0.118
H 0.009 -1.981 0.480 0.130
H 0.439 -0.214 3.031 0.084
H -0.930 -1.329 2.662 0.089
H -1.163 0.410 2.938 0.086
H 2.547 -1.384 -1.247 0.060
H 1.742 -1.187 -2.567 0.067
C -5.903 -4.622 10.279 -0.076
C -4.390 -4.298 10.362 -0.373
C -3.512 -5.577 10.709 -0.218
O -2.158 -5.266 10.932 -0.212
C -1.524 -6.476 11.378 -0.100
N -3.920 -3.795 9.027 0.025
H -6.411 -3.757 9.855 0.070
H -6.364 -4.823 11.246 0.073
H -6.025 -5.431 9.559 0.073
H -4.368 -3.491 11.095 0.127
H -3.457 -6.267 9.867 0.122
H -3.826 -6.002 11.662 0.115
H -0.479 -6.171 11.326 0.093
H -1.795 -7.376 10.825 0.085
H -1.852 -6.641 12.404 0.082
H -4.021 -4.499 8.310 0.059
H -2.915 -3.700 9.048 0.055
C -7.971 -1.378 -5.427 -0.067
C -6.852 -2.385 -5.699 -0.416
C -6.406 -3.225 -4.450 -0.241
O -6.018 -2.319 -3.496 -0.161
C -5.671 -2.965 -2.288 -0.113
N -7.480 -3.326 -6.634 0.010
H -8.589 -1.167 -6.300 0.072
H -7.502 -0.494 -4.995 0.074
H -8.609 -1.888 -4.705 0.081
H -5.991 -1.861 -6.114 0.128
H -5.513 -3.757 -4.775 0.120
H -7.140 -3.992 -4.202 0.129
H -4.769 -3.577 -2.254 0.084
H -6.376 -3.688 -1.877 0.085
H -5.554 -2.190 -1.531 0.088
H -6.907 -4.143 -6.786 0.062
H -7.588 -2.948 -7.564 0.067
C 10.496 -1.518 -7.979 -0.047
C 9.067 -1.939 -8.580 -0.362
C 9.048 -3.269 -9.405 -0.213
O 10.017 -3.339 -10.443 -0.198
C 9.692 -4.405 -11.338 -0.102
N 8.107 -2.069 -7.440 0.003
H 11.237 -1.612 -8.772 0.061
H 10.784 -2.157 -7.144 0.067
H 10.456 -0.482 -7.644 0.062
H 8.688 -1.111 -9.178 0.118
H 8.053 -3.410 -9.829 0.111
H 9.203 -4.105 -8.723 0.122
H 8.716 -4.292 -11.809 0.082
H 9.796 -5.325 -10.762 0.090
H 10.386 -4.258 -12.165 0.088
H 7.897 -1.294 -6.828 0.063
H 7.199 -2.426 -7.700 0.056
C 5.202 1.622 5.333 -0.062
C 5.885 2.997 5.519 -0.434
C 7.074 3.262 4.562 -0.224
O 8.067 2.266 4.751 -0.183
C 9.297 2.697 4.162 -0.107
N 4.880 4.027 5.360 0.025
H 5.886 0.828 5.632 0.067
H 4.966 1.424 4.287 0.077
H 4.337 1.462 5.977 0.070
H 6.349 3.128 6.496 0.137
H 7.384 4.304 4.636 0.120
H 6.708 3.200 3.538 0.119
H 9.268 2.931 3.097 0.089
H 10.082 1.976 4.388 0.083
H 9.637 3.524 4.785 0.084
H 4.412 3.882 4.477 0.071
H 4.265 3.843 6.140 0.069
C 3.827 -5.244 5.754 -0.060
C 3.217 -5.869 4.495 -0.394
C 4.278 -6.509 3.560 -0.192
O 4.951 -7.568 4.255 -0.225
C 5.948 -8.250 3.550 -0.114
N 2.137 -6.900 4.754 0.038
H 4.774 -4.752 5.532 0.077
H 3.980 -5.955 6.566 0.076
H 3.158 -4.491 6.172 0.072
H 2.774 -5.068 3.904 0.124
H 5.023 -5.784 3.230 0.119
H 3.872 -7.043 2.701 0.115
H 6.783 -7.595 3.302 0.086
H 5.488 -8.623 2.636 0.083
H 6.264 -9.090 4.169 0.091
H 1.930 -7.304 3.851 0.055
H 2.714 -7.594 5.208 0.052
C -5.649 2.963 9.542 -0.063
C -4.515 2.899 10.531 -0.470
C -5.041 2.968 11.927 -0.211
O -5.898 4.119 12.174 -0.203
C -6.856 4.001 13.249 -0.087
N -3.580 1.789 10.266 0.048
H -5.230 2.834 8.544 0.076
H -6.209 3.895 9.620 0.082
H -6.329 2.114 9.607 0.081
H -3.912 3.803 10.444 0.134
H -4.214 3.010 12.636 0.122
H -5.560 2.018 12.057 0.121
H -7.492 3.160 12.972 0.081
H -7.449 4.886 13.481 0.084
H -6.329 3.739 14.167 0.078
H -3.091 1.448 11.082 0.063
H -4.064 0.953 9.970 0.064
C -1.027 3.089 -9.299 -0.066
C 0.143 3.871 -9.953 -0.467
C 0.984 4.810 -9.102 -0.213
O 2.112 5.213 -9.811 -0.194
C 1.861 5.921 -11.085 -0.057
N 0.936 2.786 -10.437 0.027
H -1.837 3.737 -8.965 0.070
H -0.763 2.479 -8.436 0.073
H -1.462 2.384 -10.008 0.070
H -0.309 4.366 -10.813 0.120
H 1.302 4.308 -8.188 0.133
H 0.340 5.663 -8.884 0.123
H 1.414 5.238 -11.808 0.070
H 2.750 6.256 -11.621 0.085
H 1.230 6.785 -10.879 0.089
H 0.359 2.333 -11.131 0.076
H 1.765 3.142 -10.891 0.067
C -2.423 7.311 5.056 -0.063
C -3.058 8.525 5.813 -0.416
C -4.580 8.471 5.835 -0.167
O -5.077 8.711 4.488 -0.220
C -6.449 8.941 4.337 -0.122
N -2.462 8.388 7.122 0.008
H -2.964 7.177 4.119 0.065
H -2.518 6.418 5.673 0.073
H -1.380 7.535 4.833 0.074
H -2.736 9.483 5.404 0.141
H -4.954 9.255 6.494 0.118
H -5.036 7.522 6.118 0.127
H -6.696 9.329 3.349 0.085
H -6.684 9.729 5.052 0.081
H -7.021 8.037 4.546 0.085
H -2.559 7.432 7.431 0.062
H -1.464 8.546 7.112 0.071
O 3.206 0.477 -7.003 -0.055
H 2.526 0.816 -7.586 0.021
H 3.662 1.257 -6.687 0.020
O 1.720 3.897 1.328 -0.051
H 1.092 3.183 1.435 0.022
H 1.729 4.071 0.387 0.021
O -3.090 -6.170 5.158 -0.057
H -3.248 -6.984 4.680 0.028
H -2.139 -6.062 5.143 0.027
O 5.230 3.209 -4.606 -0.049
H 5.834 3.951 -4.622 0.030
H 4.497 3.507 -4.068 0.023
O -0.001 -6.124 -2.029 -0.057
H 0.231 -6.324 -2.936 0.028
H 0.520 -5.351 -1.813 0.024
O 1.757 5.311 -2.734 -0.052
H 0.952 5.810 -2.876 0.030
H 2.451 5.970 -2.744 0.030
```